12
Properties=species:S:1:pos:R:3:nbo_charge:R:1 method="wB97M-V/def2-TZVPD" e_tot_ha=-478.18461 orbital_gap_ev=6.5 charge=0 de_lowest_kj_mol=240.7
H 0.58 -0.86 -0.94 0.262
H -1.19 0.84 -2.82 0.215
O -0.78 0.86 -0.69 -0.620
O -0.80 -0.50 2.60 -0.860
C 0.38 0.33 -1.29 -0.135
Tl -1.59 1.48 1.43 0.886
C -0.41 1.18 -2.14 -0.097
C 0.92 -2.10 2.04 -0.651
H 1.32 0.72 -0.88 0.190
H 1.75 -2.74 2.29 0.210
C 0.01 -1.45 2.60 0.394
H -0.18 2.25 -2.22 0.207